[1]
Density functional theory data (ωB97M-V/def2-TZVPD) for C3BiLiO6 as an isolated structure in a non-equilibrium geometry.

Each line ends with the Mulliken spin population.
Element x y z (Å)
O: -0.3874 2.0675 0.1853  -0.004
C: -0.4903 0.8805 -0.2214  -0.024
O: 0.5557 0.1570 -0.1490  -0.003
C: 3.1728 -1.1216 -0.5497  -0.002
O: 4.0698 -0.3785 -0.5813  0.006
O: 2.5290 -2.0626 -0.3063  0.000
Bi: 1.3317 1.4871 1.3484  1.012
C: -1.9516 0.1302 -0.1310  0.016
O: -2.9981 0.8131 -0.1202  0.001
O: -1.9181 -1.0452 0.3108  -0.002
Li: -3.9134 -0.9275 0.2144  0.000

Results
electronic energy = -21434.268 eV
energy relative to the best compared isomer or geometry (same formula, charge and spin) = 0.00 kJ/mol
<S²> = 0.7526
net charge = +1
spin multiplicity = 2
highest occupied orbital energy (spin up / spin down) = -13.59 / -14.10 eV

***

[2]
Density functional theory data (ωB97M-V/def2-TZVPD) for a 2-piece molecular cluster, C3Br2ClFO overall in a non-equilibrium geometry.

Each line ends with the Mulliken charge.
Element x y z (Å)
C: 0.7607 0.4293 0.3993  0.349
C: 0.6887 1.1227 -0.6962  -0.101
C: -1.2567 -1.6037 0.6728  0.454
O: -2.0360 -1.6499 1.5397  -0.305
F: -1.0611 -2.3006 -0.4089  -0.105
Cl: 1.7919 0.4799 1.7159  -0.101
Br: 1.9212 2.5727 -1.2440  -0.088
Br: -0.8085 0.9496 -1.9785  -0.104

Results
electronic energy = -160478.306 eV
energy relative to the best compared isomer or geometry (same formula, charge and spin) = 398.85 kJ/mol
highest occupied orbital energy (spin up / spin down) = -9.88 / -9.71 eV

***

Q: Which value of energy relative to the best compared isomer or geometry (same formula, charge and spin) does entry 2 give?
A: 398.85 kJ/mol

***

What did the second record say?
Density functional theory data (ωB97M-V/def2-TZVPD) for a 2-piece molecular cluster, C3Br2ClFO overall in a non-equilibrium geometry.

Each line ends with the Mulliken charge.
Element x y z (Å)
C: 0.7607 0.4293 0.3993  0.349
C: 0.6887 1.1227 -0.6962  -0.101
C: -1.2567 -1.6037 0.6728  0.454
O: -2.0360 -1.6499 1.5397  -0.305
F: -1.0611 -2.3006 -0.4089  -0.105
Cl: 1.7919 0.4799 1.7159  -0.101
Br: 1.9212 2.5727 -1.2440  -0.088
Br: -0.8085 0.9496 -1.9785  -0.104

Results
electronic energy = -160478.306 eV
energy relative to the best compared isomer or geometry (same formula, charge and spin) = 398.85 kJ/mol
highest occupied orbital energy (spin up / spin down) = -9.88 / -9.71 eV

***

Q: Among the records above, which one has the highest electronic energy?
A: C3BiLiO6